This record from the OMol25 dataset describes a cluster of 10 separate species, C36H75Cl2O20P in total in a non-equilibrium geometry. The level of theory is ωB97M-V/def2-TZVPD.

The calculation puts the highest occupied orbital energy at -9.73 eV. The electronic energy comes out at -113835.016 eV. As for the SMILES: COP(=O)(OC)OC.CCOC(C)=O.CCOC(C)=O.CCOC(C)=O.CCOC(C)=O.CCOC(C)=O.CCOC(C)=O.CCOC(C)=O.CCOC(C)=O.ClCCl. For the molar mass, the calculation gives 929.86 g/mol.

Last column: Löwdin charge in e.
Geometry (Å):
C: 2.91626 2.35872 -4.67071  -0.194
H: -5.82738 2.67414 0.29918  0.086
H: 6.73723 2.48200 -1.67688  0.120
H: 5.63534 2.90376 -4.15950  0.053
C: 6.11584 3.56754 -3.43838  -0.058
H: -3.74727 -0.92181 -1.92649  0.051
H: -3.83223 4.63153 3.62443  0.078
H: 1.01917 5.60284 1.37916  -0.024
C: -1.88655 -2.53463 -3.97038  -0.101
C: -1.81084 -4.28667 5.89447  -0.556
H: -0.67339 2.38841 0.43743  0.113
H: -5.36106 -1.52397 0.57135  0.131
C: 3.46789 3.01670 -5.91983  -0.065
C: -1.44005 -1.95663 6.15318  -0.226
C: 3.24192 0.71628 -1.03409  0.025
H: 4.52858 2.82710 -6.09017  0.069
H: -0.02971 0.23322 -7.36485  0.084
C: 5.91542 3.12327 -2.00157  -0.221
H: 1.03680 5.13641 5.00722  0.121
C: 0.48613 4.91212 4.09252  -0.205
H: 2.48839 1.46647 -1.31075  0.080
H: 2.94217 0.42467 -0.03313  0.057
H: 3.12150 -2.65641 2.07898  0.104
H: -0.64892 -1.60375 8.15153  0.075
C: -3.14828 5.47329 3.66513  0.027
P: -2.62177 -1.60613 -6.35395  0.394
H: 4.94373 -0.71808 3.51617  0.083
H: -3.40734 6.27594 2.97071  0.088
H: 0.51176 -4.28595 -0.36100  0.102
C: 0.37568 -0.75186 2.76048  0.031
C: -4.65499 -0.92147 -0.01072  -0.236
H: -1.60260 -6.23819 5.16028  0.071
H: 0.82105 5.76021 3.49042  0.111
H: 3.33157 4.09656 -5.89326  0.082
C: -0.26841 -3.53436 -0.48507  0.042
H: 3.18561 1.33569 -4.42299  0.119
Cl: 2.76303 4.38249 0.40534  0.551
O: -0.92797 4.87716 4.26728  0.016
H: -0.84653 2.56198 -5.02580  0.094
H: 5.95392 3.97619 -1.32211  0.124
H: 7.41663 -3.86079 2.02101  0.083
H: -4.24826 3.07672 0.72625  0.082
H: -0.58520 -1.07604 3.15897  0.075
H: -0.71931 -3.55741 -1.47457  0.071
H: 3.50342 -2.85519 3.78058  0.122
H: -2.34786 -1.78671 5.58018  0.125
O: -3.32437 -0.20213 -6.49535  -0.217
O: -1.49308 -3.15231 1.49609  0.100
H: 0.00215 -5.52121 5.82251  0.084
O: 4.65451 -3.18469 0.39846  0.091
H: 0.86815 -1.59073 2.27097  0.081
H: -5.25533 -0.87362 -6.38443  0.093
H: 3.96112 -0.27592 2.11255  0.068
H: -1.57440 -6.37394 2.41893  0.089
O: -1.05082 -1.21319 -6.21094  -0.264
H: 3.20999 -0.47692 3.62281  0.060
C: 4.00200 -0.90658 3.00121  -0.053
H: 0.54382 4.89093 -0.18569  0.020
O: 5.26672 1.34913 -0.05922  0.089
O: -0.94967 -3.28118 6.08625  -0.006
C: 5.45350 -3.23752 1.29379  -0.554
H: -2.29359 1.71477 0.36774  0.104
H: -5.45163 -1.30864 -2.08431  0.082
O: -2.88883 -2.64299 -7.37394  -0.232
C: -1.37257 -3.78959 0.48317  -0.543
C: 3.85176 -2.40766 2.85031  -0.211
C: -4.81490 1.06764 1.22028  -0.569
O: -2.00377 -4.93916 0.21109  -0.002
C: -5.11878 2.54573 1.12024  0.024
H: -5.46373 2.98766 2.04557  0.081
H: -0.17902 0.12150 -1.19771  0.087
H: 3.32804 -0.11172 -1.72981  0.099
O: 4.65455 2.47094 -1.90904  -0.042
H: -0.64007 -1.31823 5.77394  0.105
H: -3.21253 -6.27272 3.04985  0.089
H: -1.01249 -0.90182 -8.27124  0.086
O: 1.18870 0.44483 -3.80138  0.077
C: -1.70153 5.27505 3.26783  -0.537
C: 0.74568 1.42344 -4.35961  -0.539
H: 2.96537 2.65125 -6.81747  0.077
H: -2.32964 -2.02600 8.13826  0.074
C: 0.91545 3.56822 3.49851  -0.068
C: -4.72252 0.06477 -6.53584  -0.075
H: 6.84947 -4.60694 0.51216  0.089
C: 0.20592 0.38429 1.79238  -0.539
C: -0.36380 -0.80479 -7.39895  -0.088
O: -3.00414 -4.20240 5.87776  0.110
C: 1.31114 5.43032 0.35378  -0.983
H: -4.24540 -2.46606 -1.42207  0.078
H: -1.26356 -6.04598 6.86431  0.093
O: -2.89771 -2.06174 -4.85094  -0.207
H: -2.03473 -4.85512 2.90211  0.060
H: 1.98890 3.36955 3.49039  0.081
H: -1.06137 0.87802 -5.36312  0.056
H: 0.23542 -2.59601 -0.26949  0.082
H: -3.89438 -4.75392 1.15567  0.125
H: 3.15162 2.97571 -3.80206  0.108
H: 0.96891 -0.50058 3.63818  0.074
C: 6.87059 -3.68815 1.10218  0.024
H: -2.24803 -3.45158 -3.49448  0.087
H: -3.69409 -1.12564 0.47607  0.119
Cl: 1.59776 6.98765 -0.49632  0.496
H: 7.15932 3.74641 -3.67845  0.080
C: -1.07726 -5.61319 5.87662  0.025
C: -0.73045 1.56517 -4.58772  0.036
C: -2.47222 -5.74584 2.45002  -0.082
O: 1.13192 1.08962 1.44599  0.065
C: -4.58720 -1.42894 -1.43651  -0.055
H: -0.74749 1.60719 -1.79305  0.064
H: -3.31380 5.95189 4.63269  0.084
H: -1.86194 0.29851 -1.46714  0.062
H: -1.88882 -0.40076 7.64866  0.075
H: -3.48808 -6.28767 0.63908  0.121
C: -3.02162 -5.41225 1.09840  -0.217
O: -1.34517 5.50851 2.13976  0.091
H: -5.06981 0.45733 -7.49522  0.089
H: 5.51655 4.47209 -3.58814  0.081
H: -1.28925 1.47288 -3.66744  0.064
O: 5.15110 -2.92357 2.55404  -0.009
H: 0.54035 2.71421 4.06172  0.082
O: -1.01822 0.54126 1.34456  0.015
C: -0.99690 0.83307 -1.06579  -0.041
H: 0.57821 3.56835 2.46417  0.042
C: -1.57626 -1.44114 7.60256  -0.061
H: -0.90487 -2.69343 -4.39880  0.092
C: -1.23667 1.47243 0.26914  -0.171
H: -4.92351 0.87209 -5.83382  0.091
C: 4.47269 1.55923 -0.94562  -0.561
H: 0.49647 -1.46130 -7.51226  0.095
H: 7.27093 -2.98938 0.36508  0.096
O: 1.46374 2.48641 -4.74019  -0.010
O: -4.49653 0.54197 2.24269  0.123
O: -4.93675 0.45975 0.03632  -0.002
H: -1.85233 -1.86031 -3.10933  0.068